118
Properties=species:S:1:pos:R:3:forces:R:3 method="wB97M-V/def2-TZVPD" homo_lumo_gap_ha=0.3301 charge=0 smiles="COCCCCCCCCC[PH](O)(O)CCC(N)=O.COCCOCCOC.COCCOCCOC.COCCOCCOC"
C -1.837 -0.161 0.710 -0.641 0.247 0.118
O -0.523 0.181 1.254 -0.543 -1.926 -1.480
C 0.348 -0.951 0.906 -0.434 -0.893 -0.597
C 1.276 -0.657 -0.358 -0.279 0.740 0.197
C 2.448 -1.723 -0.607 0.015 -0.014 -0.330
C 2.227 -3.158 0.064 0.405 0.276 0.513
C 0.938 -3.961 -0.448 1.286 -0.470 -0.210
C 0.457 -3.600 -1.925 -1.454 -1.298 0.021
C -1.041 -4.227 -2.102 0.104 1.067 0.862
C -1.989 -3.252 -2.942 -0.896 -1.183 0.085
C -1.725 -3.245 -4.521 -0.412 -0.395 0.585
P -0.258 -2.178 -5.089 -0.580 0.253 -1.665
O -0.858 -2.332 -6.729 -0.107 0.738 1.291
O -0.780 -0.795 -4.215 0.064 -0.500 -0.849
C 1.244 -1.230 -5.784 0.359 1.106 -0.200
C 1.810 -0.068 -4.835 1.000 0.746 -0.279
C 1.265 1.382 -5.292 1.068 0.351 -2.467
N 0.395 2.232 -4.471 0.323 -1.266 -0.202
O 1.609 1.791 -6.426 -1.380 -1.369 3.525
H -1.780 -0.394 -0.417 -0.065 0.394 1.616
H -2.295 -1.068 1.255 0.811 1.213 -0.785
H -2.547 0.708 0.885 1.063 -0.918 -0.281
H 0.915 -1.328 1.818 -0.560 0.920 -1.066
H -0.375 -1.797 0.613 1.336 0.938 0.503
H 1.732 0.385 -0.208 -0.567 -1.466 -0.173
H 0.588 -0.551 -1.276 0.977 -0.259 1.307
H 2.584 -1.884 -1.737 -0.229 0.309 1.578
H 3.424 -1.242 -0.251 -1.295 -0.906 -0.300
H 2.128 -3.013 1.200 0.185 -0.261 -1.617
H 3.188 -3.779 -0.066 -1.465 0.939 -0.018
H 1.238 -5.074 -0.468 -0.590 1.578 0.090
H 0.133 -3.877 0.351 0.732 0.064 -1.351
H 0.342 -2.490 -2.136 0.467 -1.315 0.406
H 1.104 -4.106 -2.731 -0.601 1.047 1.388
H -1.473 -4.247 -1.033 0.465 -0.068 -1.617
H -1.030 -5.306 -2.457 -0.004 1.405 0.156
H -1.959 -2.231 -2.445 0.073 -1.116 -0.850
H -3.066 -3.641 -2.797 1.520 0.593 -0.181
H -2.632 -2.928 -5.144 0.957 -0.397 1.182
H -1.504 -4.336 -4.823 -0.204 1.636 0.243
H 0.668 -3.176 -4.607 -0.339 0.118 0.173
H -1.588 -1.670 -6.784 0.678 -0.826 -0.166
H -1.673 -0.498 -4.483 0.445 -0.612 0.400
H 2.104 -1.947 -6.004 -1.267 0.644 0.348
H 0.920 -0.796 -6.787 0.665 -0.328 1.403
H 1.689 -0.252 -3.721 -0.148 0.143 -1.373
H 2.945 -0.020 -5.024 -1.687 0.090 0.276
H -0.588 1.985 -4.685 0.863 0.409 0.137
H 0.544 2.088 -3.463 -0.173 -0.288 -0.669
C 0.112 1.146 3.988 -0.045 0.333 0.265
O 0.760 2.401 4.082 -0.189 0.050 -0.060
C 1.276 2.842 2.831 -0.081 0.132 0.374
C 1.319 4.363 2.774 -0.040 -0.106 -0.228
O 0.044 4.964 2.543 0.046 -0.109 0.282
C -0.879 4.926 3.632 0.032 0.268 -0.106
C -0.507 5.859 4.781 0.056 -0.620 0.086
O 0.540 5.293 5.563 0.202 0.194 -0.187
C 1.320 6.277 6.214 -0.068 -0.148 -0.126
H 0.828 0.365 3.714 -0.090 -0.124 -0.115
H -0.317 0.910 4.963 0.181 0.078 0.049
H -0.699 1.186 3.258 0.152 -0.119 0.003
H 0.659 2.467 2.005 0.034 0.027 0.043
H 2.290 2.438 2.731 0.104 0.046 -0.227
H 1.932 4.648 1.913 -0.135 -0.039 -0.039
H 1.801 4.789 3.655 -0.080 -0.184 0.140
H -1.041 3.903 3.975 0.177 0.035 0.199
H -1.830 5.272 3.216 0.104 0.091 -0.034
H -1.374 5.991 5.438 -0.172 0.167 -0.102
H -0.208 6.830 4.375 0.010 0.014 -0.021
H 1.749 6.974 5.487 -0.059 0.108 0.038
H 2.139 5.776 6.730 -0.109 0.004 -0.040
H 0.715 6.819 6.948 0.087 0.165 0.047
C 0.972 4.315 8.967 -0.059 0.182 0.081
O 0.413 5.268 9.853 -0.046 -0.254 0.147
C -1.009 5.289 9.804 0.375 0.234 0.206
C -1.586 5.738 11.140 -0.171 -0.193 -0.090
O -1.561 4.722 12.143 0.260 0.141 -0.084
C -0.280 4.399 12.686 -0.180 0.061 0.228
C 0.290 5.485 13.594 0.270 -0.074 -0.572
O 0.815 6.558 12.818 -0.311 0.150 0.080
C 0.793 7.788 13.514 0.102 -0.198 -0.208
H 0.754 4.582 7.932 -0.063 -0.285 -0.023
H 2.054 4.307 9.113 -0.063 0.110 0.037
H 0.590 3.313 9.189 -0.041 -0.034 -0.096
H -1.401 4.294 9.556 -0.002 0.048 0.033
H -1.302 5.994 9.018 -0.262 -0.021 -0.050
H -2.645 5.966 10.986 0.025 -0.143 0.009
H -1.117 6.655 11.497 0.221 -0.061 -0.119
H 0.421 4.117 11.900 0.102 0.248 0.003
H -0.443 3.506 13.297 -0.098 0.100 0.026
H 1.115 5.071 14.184 -0.096 -0.145 0.196
H -0.496 5.842 14.268 -0.033 -0.002 0.008
H -0.226 8.036 13.829 0.018 0.016 0.131
H 1.140 8.569 12.836 0.041 -0.130 0.008
H 1.458 7.750 14.383 -0.058 0.106 0.123
C -0.250 -6.550 -13.479 -0.210 0.038 0.222
O -0.888 -6.671 -12.223 0.325 0.059 -0.009
C -0.543 -7.876 -11.548 -0.296 0.359 0.070
C -0.632 -7.692 -10.039 0.236 -0.139 -0.020
O 0.472 -6.978 -9.483 -0.206 0.105 -0.176
C 0.521 -5.576 -9.756 -0.030 -0.018 0.304
C -0.537 -4.770 -9.009 0.022 -0.030 -0.669
O -1.808 -4.915 -9.637 -0.112 -0.262 0.261
C -2.879 -4.735 -8.732 0.130 0.012 -0.310
H -0.594 -7.334 -14.161 0.122 -0.036 -0.114
H -0.506 -5.576 -13.898 -0.084 -0.072 0.072
H 0.838 -6.599 -13.365 0.029 -0.102 -0.083
H 0.475 -8.189 -11.814 -0.036 0.016 0.049
H -1.250 -8.649 -11.870 0.079 -0.224 0.085
H -0.595 -8.684 -9.579 0.128 0.043 -0.049
H -1.581 -7.245 -9.740 -0.018 0.129 -0.229
H 0.497 -5.383 -10.829 -0.250 0.047 0.014
H 1.503 -5.248 -9.400 -0.067 -0.081 0.097
H -0.275 -3.708 -9.038 0.182 0.010 0.219
H -0.578 -5.105 -7.968 0.002 0.011 0.030
H -2.805 -5.444 -7.900 0.002 0.090 0.121
H -3.811 -4.932 -9.265 0.111 0.043 -0.054
H -2.894 -3.709 -8.355 -0.048 -0.006 0.176